C5H12O3 | the ωB97M-V functional and the def2-TZVPD basis

Orbital gap (alpha / beta)   5.377 / 5.582 eV
2S+1   2
Total energy   -423.29976 Ha
Net charge   -1
Energy relative to the best compared isomer or geometry (same formula, charge and spin)   2.885 eV
Expectation value of S²   0.754
F_max   0.0222 Eh/bohr

Each atom is followed by the atoms it is bonded to, with distances in Å.
Atoms and positions in Å:
1 O -2.9391 0.6471 1.6757  C3 1.396, C13 1.410
2 O -0.6415 0.3585 1.4935  C3 1.393, C12 1.449
3 C -1.7096 1.2484 1.3989  O1 1.396, O2 1.393, H4 1.108, H19 1.099
4 H -1.5443 2.1094 2.0763  C3 1.108
5 H -0.7460 -0.4744 -0.4194  C12 1.102
6 H -2.4706 -0.5873 3.2885  C13 1.102
7 H 0.7497 -0.7763 0.5335  C12 1.097
8 C 2.6261 -0.5535 -2.5095  O9 1.364, C14 1.497, H16 1.128, H20 1.132
9 O 1.3459 -0.9701 -2.2915  C8 1.364
10 H 0.4785 0.8563 -0.2091  C12 1.103
11 H -4.1663 -0.0474 3.1365  C13 1.095
12 C 0.0018 -0.0241 0.2533  O2 1.449, H5 1.102, H7 1.097, H10 1.103
13 C -3.1215 0.2601 3.0196  O1 1.410, H6 1.102, H11 1.095, H18 1.104
14 C 3.4230 -1.3618 -3.4854  C8 1.497, H15 1.095, H17 1.094
15 H 4.4352 -1.0592 -3.7736  C14 1.095
16 H 2.6859 0.5170 -2.8613  C8 1.128
17 H 3.0482 -2.3302 -3.8306  C14 1.094
18 H -2.9156 1.1021 3.7041  C13 1.104
19 H -1.7794 1.6001 0.3597  C3 1.099
20 H 3.2397 -0.5146 -1.5591  C8 1.132